No. 1
C7H20N2O4P | ωB97M-V/def2-TZVPD

XYZ file:
```
34
C7H20N2O4P, DFT ωB97M-V/def2-TZVPD
H 4.94041 2.16827 0.61933
H 3.49720 0.06475 -0.83888
H -1.96796 -0.42666 1.52401
O 0.57115 0.02689 0.82054
H -1.60550 2.73805 -1.67135
N 0.46122 -1.62878 2.95345
C 3.44354 0.83756 -0.07439
C -2.70108 -0.78621 0.80249
C -1.36972 1.84119 -1.10448
H 1.18989 -1.14779 3.48053
H -0.13751 -1.58470 -1.24691
H -1.37391 1.02039 -1.82316
H -0.37675 -1.71633 3.52783
P 0.91873 0.89334 -0.32804
H 4.91995 0.46201 1.39032
H 1.61721 -1.82080 -1.03678
O 2.29836 1.63058 -0.10213
H -0.00421 -1.81121 -3.42133
H 0.78762 -2.55669 2.68647
C -2.42740 1.66886 -0.00445
C 0.84622 -1.37601 -1.66381
O 1.02335 0.08299 -1.67852
H -2.29538 -1.60749 0.21000
O -0.03788 2.09304 -0.58606
H 1.51271 -1.30614 -3.55620
H -4.24266 0.58353 0.25532
C 4.49562 1.18079 0.70011
H -1.92673 1.76797 0.95983
H -3.52588 -1.21793 1.37053
H -3.33770 0.02875 -1.11423
H 0.25515 -1.06815 2.09482
N 0.90988 -1.89629 -2.99066
C -3.23010 0.36255 -0.08098
H -3.12783 2.49970 -0.07322
```

Its energy above the lowest of the compared OMol25 structures with the same formula, charge and spin is 0.0 kJ/mol. The energy is -28036.830 eV. As for the spin multiplicity: 1. As for the gap between HOMO and LUMO: 8.0 eV. The total charge is +1.

Here are the natural (NBO) charges for atoms 1 to 4, given in e: number 1, H, carries 0.233; number 2, H, carries 0.196; number 3, H, carries 0.183; number 4, O, carries -1.204


No. 2
C20H22N2O5S | ωB97M-V/def2-TZVPD

XYZ file:
```
50
C20H22N2O5S, DFT ωB97M-V/def2-TZVPD
H 0.34929 -1.69860 1.52147
H -1.85210 2.62666 -0.71592
C -3.05316 0.68817 1.42962
C -0.21100 -2.53412 1.07715
H 2.82138 2.65606 -0.39760
H -5.14792 -0.41406 -0.99187
C -1.83930 2.11837 -1.68494
S -0.27298 -1.92448 -1.47724
H 7.67614 1.47891 1.65172
H -2.85978 1.88706 -1.98226
C 2.02685 -0.59452 -0.86166
C -2.09839 -1.17619 0.24568
H -6.87421 0.59744 0.27471
H -1.37663 2.76292 -2.43825
H -6.95309 2.35758 0.53205
H 2.43994 -1.59032 -0.83736
O -1.22811 -1.73527 -2.52071
H -2.99769 1.44489 2.19696
C 2.23273 1.78164 -0.62701
C 0.90569 1.93783 -0.97573
C -3.24311 -1.23718 -0.53891
H 5.18421 2.31530 0.01588
C 5.21468 1.24758 0.06287
H -3.30149 -1.98299 -1.31318
C 4.20519 0.34868 -0.18303
C 0.11198 0.82615 -1.26905
H 8.12330 1.47661 -0.05468
C 0.70772 -0.43776 -1.21222
C -4.27898 -0.33898 -0.35763
N -1.06515 -2.09589 -0.00816
C -4.19471 0.63521 0.63092
H 0.48727 2.93074 -1.01302
C -2.01662 -0.20065 1.23769
O -5.15051 1.57478 0.89359
O 4.69096 -0.89580 -0.01240
H 8.32704 0.00273 0.91354
C 6.32931 0.43635 0.38858
C 7.70055 0.87355 0.74697
H -1.55326 -4.09428 1.69945
O -1.18911 0.87026 -1.60096
H -1.13924 -0.12452 1.86195
H -1.73655 -2.59414 2.61005
N 5.99382 -0.82691 0.33851
C -1.01544 -3.26297 2.14619
H 0.50540 -3.21734 0.61939
O 0.63570 -3.02607 -1.59504
C 2.81730 0.51741 -0.56098
H -0.34476 -3.64523 2.91110
C -6.34101 1.54441 0.14473
H -6.15219 1.71100 -0.92094
```

Its energy above the lowest of the compared OMol25 structures with the same formula, charge and spin is 343.7 kJ/mol. The energy is -45147.717 eV. As for the spin multiplicity: 1. As for the gap between HOMO and LUMO: 8.6 eV.

Here are the natural (NBO) charges for atoms 1 to 4, given in e: number 1, H, carries 0.176; number 2, H, carries 0.184; number 3, C, carries -0.254; number 4, C, carries -0.231


No. 3
C6H8N | ωB97M-V/def2-TZVPD

XYZ file:
```
15
C6H8N, DFT ωB97M-V/def2-TZVPD
C -0.49776 1.41199 -0.28180
H 3.12204 -1.80581 -0.55371
C -0.51848 -1.18357 -0.34257
H -2.61131 1.59103 0.08071
N -1.17430 0.19758 -0.62447
H -0.74984 -1.73480 -1.17195
H 1.95776 1.62870 1.37998
H -0.98050 -1.43336 0.57958
C 2.92655 -0.77120 -0.22234
H -1.59751 0.26688 -1.54899
C 1.34378 0.93660 0.83603
C 1.88040 -0.18014 0.21212
H 0.50903 -0.97786 -0.27584
C -1.73417 1.12592 0.44078
H -1.87569 0.92804 1.49246
```

Its energy above the lowest of the compared OMol25 structures with the same formula, charge and spin is 591.8 kJ/mol. The energy is -7823.867 eV. As for the spin multiplicity: 3. Its expectation value of S² is 2.086. As for the gap between HOMO and LUMO (spin up / spin down): 8.2 / 7.6 eV. The total charge is +1.

Here are the natural (NBO) charges for atoms 1 to 4, given in e: number 1, C, carries 0.297; number 2, H, carries 0.247; number 3, C, carries -0.344; number 4, H, carries 0.256


No. 4
C8H27MnO8 | ωB97M-V/def2-TZVPD

XYZ file:
```
44
C8H27MnO8, DFT ωB97M-V/def2-TZVPD
H 1.20160 -4.47808 -0.13875
H 2.53443 0.97684 2.23133
Mn -2.23382 0.80333 -3.15261
H 1.30801 -2.76228 0.31235
H 0.07396 3.55855 -2.64173
O 2.97328 -3.51883 -0.69056
H -2.18589 -0.43794 0.48196
C 0.82785 0.19374 -0.97110
C -0.06664 2.12208 2.15152
H 3.98954 0.06856 2.59808
H 2.18632 3.15290 -2.19667
C 3.19623 0.19966 1.86058
H 0.55896 3.61544 3.25336
H -3.99545 0.55518 1.80057
H 1.77013 4.35199 -0.97329
H 4.35555 -0.09914 0.33821
H 0.82389 2.21933 1.52534
H -4.33845 -1.07766 1.17331
H -2.09526 -2.08350 -1.22495
O -1.52841 -0.19738 -1.40998
H -3.74817 -0.89877 2.81104
O 0.07790 2.79432 3.38522
C -3.66900 -0.48621 1.81090
H 2.62373 -0.73124 1.77075
H 3.36287 -4.12889 -0.05754
C -3.64592 -3.26061 -0.95516
H -3.63624 -3.41339 0.12715
C 1.56296 -3.50131 -0.45729
H -0.29065 1.08501 2.40150
H -4.37790 -2.46254 -1.16566
H 1.04920 0.46855 0.06130
H -0.93747 2.49070 1.58709
H 2.53853 4.86778 -2.48896
O 3.70324 0.56775 0.57302
O -2.30656 -0.61569 1.41817
H -4.00407 -4.15780 -1.45340
C 1.82677 4.17684 -2.05263
O 0.55428 4.38710 -2.67579
H 1.03756 -3.22293 -1.36978
O -0.67287 1.66934 -2.12630
C -0.50786 0.58066 -1.45406
O -2.36376 -2.97294 -1.46394
H 0.84788 -0.89802 -0.90770
H 1.61972 0.49947 -1.64490
```

Its energy above the lowest of the compared OMol25 structures with the same formula, charge and spin is 0.0 kJ/mol. The energy is -56423.467 eV. As for the spin multiplicity: 6. Its expectation value of S² is 8.754. As for the gap between HOMO and LUMO (spin up / spin down): 5.2 / 5.2 eV. The total charge is +1.

Here are the natural (NBO) charges for atoms 1 to 4, given in e: number 1, H, carries 0.185; number 2, H, carries 0.183; number 3, Mn, carries 1.713; number 4, H, carries 0.150